89
Properties=species:S:1:pos:R:3:forces:R:3 method="wB97M-V/def2-TZVPD" total_energy_ha=-2985.50995 total_charge=+3 lumo_energy_ev="-9.01 / -10.78" largest_force_ha_per_bohr=0.0287 e_homo_ev="-15.095 / -15.368" orbital_gap_ev="6.09 / 4.59" multiplicity=4
W 0.6076 0.4918 -0.0351 1.4 0.5 0.2
N 0.3987 4.8528 0.6602 0.1 0.2 0.0
C 1.6042 5.5545 0.6619 -0.1 -0.1 0.0
C 1.6310 6.9041 0.3386 0.0 0.0 0.0
C 2.8359 7.5747 0.3747 0.1 0.0 0.0
C 4.0268 6.9129 0.7234 0.0 0.1 0.0
C 4.0128 5.5771 1.0406 0.0 0.0 0.0
C 2.7930 4.8854 1.0110 0.0 0.1 0.0
S 2.7702 3.2283 1.4221 0.2 -0.2 0.0
N 1.2390 2.7324 1.1541 0.0 -0.4 0.2
C 0.2643 3.5398 0.8656 -0.7 0.0 -0.2
C -1.1032 2.9265 0.8545 0.7 0.5 0.0
C -2.2523 3.6688 0.8899 -0.4 0.1 0.1
C -3.4639 3.0240 1.1653 0.1 0.3 -0.1
C -3.4295 1.6886 1.4785 0.2 -0.3 0.1
C -2.2179 1.0027 1.3771 -0.4 0.1 0.0
N -1.0919 1.5904 0.9944 -0.2 -0.1 -0.2
H -0.4284 5.3921 0.4462 0.0 0.0 0.0
H 0.7189 7.4198 0.0625 0.0 0.0 0.0
H 2.8630 8.6291 0.1335 0.0 0.0 0.0
H 4.9603 7.4591 0.7406 0.0 0.0 0.0
H 4.9266 5.0620 1.3108 0.0 0.0 0.0
H -2.2459 4.7417 0.7551 -0.1 0.0 0.0
H -4.3935 3.5776 1.1770 0.0 0.0 0.0
H -4.3195 1.1586 1.7883 0.0 0.0 0.0
H -2.1459 -0.0432 1.6159 -0.1 -0.1 -0.1
C 3.6127 2.1298 -2.0763 0.0 0.0 0.0
C 2.5534 1.5775 -1.1985 -0.2 0.2 -0.2
O 2.8468 0.7852 -0.1977 -0.2 -0.3 -0.1
N 1.2664 1.7618 -1.3160 -0.2 0.0 0.3
Te 1.6285 -1.5477 -1.5392 -0.1 -0.2 -0.6
C 0.6485 -3.3791 -1.4546 0.2 0.1 0.1
C -0.0569 -3.7987 -2.5885 -0.1 -0.2 -0.1
C -0.2513 -2.9444 -3.8148 0.1 -0.1 0.0
C -0.6047 -5.0765 -2.5502 0.0 0.1 -0.1
C -0.4499 -5.9194 -1.4563 -0.1 -0.2 0.0
C -1.0203 -7.3113 -1.4667 0.1 0.1 0.0
C 0.2704 -5.4587 -0.3571 0.1 0.1 0.1
C 0.8400 -4.1946 -0.3327 0.0 -0.3 0.0
C 1.6463 -3.7578 0.8610 0.0 0.0 0.0
C -0.9835 -0.2564 -1.2466 0.4 -0.3 0.5
C -1.9039 -1.1319 -0.6117 0.0 -0.1 -0.1
C -1.5001 -2.0386 0.5199 0.0 0.0 0.0
C -3.2064 -1.2085 -1.0650 0.0 0.0 0.0
C -3.6350 -0.4699 -2.1669 -0.1 0.0 0.0
C -5.0557 -0.5366 -2.6448 0.1 0.0 0.0
C -2.6853 0.2731 -2.8611 0.0 0.0 -0.1
C -1.3528 0.3613 -2.4760 -0.1 0.0 0.0
C -0.4287 1.0396 -3.4557 -0.1 0.0 0.0
H 3.8251 1.3977 -2.8611 0.0 0.0 0.0
H 4.5343 2.2819 -1.5154 0.0 0.0 0.0
H 3.2876 3.0501 -2.5559 0.0 0.0 0.0
H 0.7052 -2.6602 -4.2629 0.0 0.0 0.0
H -0.7975 -2.0331 -3.5807 -0.1 0.1 0.0
H -0.8152 -3.4845 -4.5726 0.0 0.0 0.0
H -1.1619 -5.4268 -3.4119 0.0 0.0 0.0
H -1.7907 -7.4253 -2.2265 0.0 0.0 0.0
H -1.4408 -7.5733 -0.4963 0.0 0.0 0.0
H -0.2320 -8.0353 -1.6827 0.0 0.0 0.0
H 0.4018 -6.1107 0.4997 0.0 0.0 0.0
H 1.4803 -4.4245 1.7060 0.0 0.0 0.0
H 1.3774 -2.7450 1.1727 0.0 0.0 0.0
H 2.7172 -3.7705 0.6421 0.0 0.0 0.0
H -0.6657 -1.6625 1.1160 0.0 0.0 0.0
H -1.1812 -3.0002 0.1209 -0.1 0.0 0.0
H -2.3293 -2.2307 1.2034 0.0 0.0 0.0
H -3.9048 -1.8718 -0.5643 0.0 0.0 0.0
H -5.7093 -1.0001 -1.9086 0.0 0.0 0.0
H -5.1181 -1.1244 -3.5631 0.0 0.0 0.0
H -5.4366 0.4576 -2.8791 0.0 0.0 0.0
H -2.9815 0.7676 -3.7808 0.0 0.0 0.0
H -0.7762 0.8232 -4.4654 0.0 0.0 0.0
H 0.5960 0.6940 -3.3727 0.0 0.0 0.0
H -0.4229 2.1231 -3.3342 0.0 0.0 0.0
C -0.7670 -2.1122 5.2618 0.0 0.0 0.0
C -0.2461 -0.6814 5.0853 0.0 -0.1 -0.1
C 0.6971 -0.5776 3.9299 0.1 -0.2 0.0
N 0.3647 -0.3065 2.7234 -0.3 0.2 0.1
N 1.4209 -0.3156 1.8362 -0.5 0.4 -0.2
C 2.5795 -0.6343 2.4053 0.2 -0.1 -0.1
N 3.7474 -0.7544 1.7777 -0.1 0.0 0.1
S 2.4021 -0.9217 4.0928 0.0 0.0 0.1
H -1.4124 -2.1661 6.1362 0.0 0.0 0.0
H 0.0508 -2.8187 5.4074 0.0 0.0 0.0
H -1.3423 -2.4259 4.3901 0.0 0.0 0.0
H 0.2598 -0.3541 5.9945 0.0 0.0 0.0
H -1.0685 0.0106 4.9019 0.0 0.0 0.0
H 3.8358 -0.3970 0.8354 0.0 0.0 0.0
H 4.5781 -1.0111 2.2845 0.0 0.0 0.0

51
Properties=species:S:1:pos:R:3:forces:R:3 method="wB97M-V/def2-TZVPD" total_energy_ha=-2621.69286 lumo_energy_ev=-2.10 largest_force_ha_per_bohr=0.1102 e_homo_ev=-5.048 orbital_gap_ev=2.95 multiplicity=1
K 3.6315 22.0494 3.0613 0.4 0.7 -0.3
C 7.1048 24.3597 1.1634 0.3 0.4 -0.6
C 6.4672 25.5689 1.8324 -2.2 -0.7 0.8
O 5.0657 25.5135 1.7473 0.7 -0.1 -0.1
H 7.0810 24.4789 0.0802 -0.1 0.1 -0.2
H 6.4971 23.4727 1.3423 0.1 -0.1 0.4
H 8.1525 24.2207 1.4303 0.2 -0.2 0.2
H 6.9226 26.5041 1.5066 0.1 0.4 -0.9
H 6.7204 25.5957 2.8922 0.6 -0.4 0.7
O 8.4437 19.6582 2.0357 -1.5 -0.2 -1.6
S 7.6524 19.3424 0.8477 3.2 -1.8 -0.8
O 6.2390 19.6093 0.7465 1.3 0.4 -0.1
O 8.4903 19.9333 -0.5152 -2.2 -1.0 1.2
C 9.9209 20.0903 -0.5299 0.6 0.9 0.4
C 10.3387 20.4890 -1.9426 -0.5 -0.1 -0.4
C 7.8455 17.4998 0.4379 -0.4 0.7 0.7
H 10.5204 19.2248 -0.2477 -0.6 -0.5 0.2
H 10.1202 20.8490 0.2268 0.3 0.2 -0.2
H 11.3790 20.8011 -2.0347 0.0 0.2 0.5
H 9.6922 21.2615 -2.3591 0.1 0.2 0.2
H 10.2647 19.6507 -2.6353 -0.2 -0.2 0.2
H 8.7904 17.0038 0.6602 0.5 0.9 -0.1
H 7.5970 17.3566 -0.6137 -0.2 0.1 0.2
H 7.1765 16.9792 1.1231 -0.5 0.2 -0.3
O 5.5092 23.5100 7.0486 -1.3 1.1 2.1
S 4.9725 24.4279 8.0642 5.2 0.5 -2.3
O 3.7512 24.2320 8.7140 -2.3 -0.1 0.5
O 6.1028 24.4918 9.2712 -0.4 -0.7 -2.6
C 6.0043 25.5035 10.2167 0.1 0.4 2.8
C 6.2190 24.8005 11.5914 -0.3 1.0 -0.3
C 5.2129 26.1130 7.3361 -0.9 -0.8 1.3
H 5.0804 26.0813 10.1901 -0.5 -0.5 0.0
H 6.7554 26.2900 10.1435 0.5 -0.3 -0.6
H 5.4593 24.0393 11.7685 0.2 -0.1 -0.1
H 6.1514 25.5269 12.4013 -0.2 0.2 0.0
H 7.2372 24.4176 11.6603 -0.2 -0.4 -0.2
H 4.9412 26.7906 8.1455 -0.2 0.2 -0.2
H 4.5066 26.1850 6.5090 0.3 0.1 -0.1
H 6.2616 26.2974 7.1032 -0.2 -0.5 -0.3
C -2.5677 26.6083 5.1729 1.6 0.0 1.7
C -1.5457 25.7702 4.9445 0.5 0.3 0.8
C -1.5119 24.7606 3.8715 1.1 0.4 0.8
O -0.6362 23.9126 3.7552 -0.8 0.6 0.0
C -2.6352 24.9628 3.0164 -1.1 -1.4 -1.9
C -3.6372 25.8037 3.2092 -0.6 -0.2 -1.1
C -3.7397 26.7288 4.3460 -0.6 -0.2 -0.7
O -4.6686 27.4827 4.5482 0.3 -0.2 0.0
H -2.5050 27.2101 6.0675 -0.1 0.4 0.0
H -0.6647 25.7967 5.5687 0.0 0.0 0.3
H -2.7778 24.3255 2.1562 0.5 -0.3 -0.1
H -4.3551 25.7183 2.4070 -0.7 0.7 0.4

21
Properties=species:S:1:pos:R:3:forces:R:3 method="wB97M-V/def2-TZVPD" total_energy_ha=-345.59867 total_charge=+1 smiles="[H]/N=C(/C(=C)C)[C@@H](C)[NH3+]" lumo_energy_ev=-3.65 largest_force_ha_per_bohr=0.0685 e_homo_ev=-14.047 orbital_gap_ev=10.40 multiplicity=1 relative_energy_kcal_mol=61.08
H 0.4710 -2.5784 0.6938 -0.1 0.0 -0.2
N -0.3798 -2.0379 0.5287 0.1 -3.0 0.5
C -0.2310 -0.8360 0.3905 0.6 3.4 -0.4
C -1.4321 0.0444 0.2527 -0.2 1.5 -0.7
C -1.3592 1.2314 0.9244 1.1 -3.2 0.6
C -2.4369 -0.3804 -0.8556 0.6 0.6 1.4
C 1.1291 -0.0304 0.3853 -1.5 0.9 1.4
C 2.3456 -0.8014 -0.0652 -1.2 -0.4 -1.4
N 0.9423 1.2593 -0.4106 0.8 0.6 -1.6
H -0.5330 1.2453 1.6956 -1.5 0.8 -0.7
H -2.1254 1.9224 0.8445 -1.2 1.5 0.3
H -1.8898 -1.2326 -1.2882 -1.3 -0.1 -0.1
H -2.5772 0.4126 -1.6146 0.2 -0.3 0.4
H -3.4348 -0.5502 -0.3643 1.0 -0.4 -0.8
H 1.1291 0.5130 1.3882 0.9 -1.7 -0.6
H 3.1101 -0.0482 -0.0582 1.3 -0.5 0.5
H 2.2031 -1.0504 -1.1699 0.1 0.1 1.3
H 2.4579 -1.7834 0.4681 0.5 1.4 -0.3
H -0.1066 1.5384 -0.1968 1.3 -0.2 -0.5
H 1.6106 2.0158 -0.0991 -0.9 -1.0 -0.3
H 1.1072 1.1468 -1.4494 -0.4 0.0 1.3

50
Properties=species:S:1:pos:R:3:forces:R:3 method="wB97M-V/def2-TZVPD" total_energy_ha=-1990.52189 total_charge=+2 lumo_energy_ev="-6.62 / -9.73" largest_force_ha_per_bohr=0.0861 e_homo_ev="-12.699 / -14.906" orbital_gap_ev="6.08 / 5.18" multiplicity=6 relative_energy_kcal_mol=0.00
C -1.7052 2.8400 -3.9052 -0.3 -0.2 0.4
C -1.4867 1.6055 -3.3102 0.0 0.8 -0.8
C -0.1190 1.1789 -3.3222 -0.2 -0.9 0.3
C 0.8348 2.1904 -3.0864 0.8 1.7 -0.8
C 0.6449 3.4331 -3.6982 1.4 -1.2 1.4
C -0.6313 3.7209 -4.1462 -0.9 0.4 -1.0
C 1.9652 1.7425 -2.3123 0.6 0.8 -0.4
C 2.4640 0.4744 -2.7620 1.6 0.1 -0.6
C 1.4608 -0.4855 -3.0285 -1.0 -0.1 -0.3
C 1.8090 -1.8549 -2.7832 0.6 -0.6 -0.1
C 3.1329 -2.1876 -3.0469 -0.6 -0.5 0.0
C 4.0825 -1.1790 -3.3307 0.3 -1.2 0.3
C 3.7831 0.1452 -3.0577 -1.1 1.2 0.1
H -2.7144 3.1694 -4.1314 0.1 0.0 0.2
H 1.4829 4.1344 -3.7440 -0.5 -0.1 0.0
H -0.8048 4.6819 -4.6364 -0.1 -0.3 0.2
H 2.6749 2.4590 -1.9642 0.4 0.5 0.1
H 3.4316 -3.2441 -3.0533 -0.1 0.5 0.1
H 5.1013 -1.4704 -3.5781 -0.2 0.1 0.0
H 4.5329 0.9274 -3.1060 0.0 -0.1 0.1
N 0.2318 -0.1227 -3.4856 -0.4 -0.5 1.3
Ir 0.3369 0.2892 0.0639 0.1 -1.4 -1.1
C -2.4659 0.8007 -2.5532 0.1 -1.0 0.4
H -2.5462 -0.2244 -2.9393 0.0 0.1 -0.1
H -3.4712 1.2451 -2.5338 0.3 -0.1 0.1
C 0.7857 -2.7476 -2.1302 -0.2 0.4 -0.3
H -0.1315 -2.8190 -2.7472 0.4 0.1 0.3
H 1.1778 -3.7658 -1.9559 -0.2 0.5 0.0
P -1.8716 0.6278 -0.7398 -0.8 1.6 -0.2
P 0.2609 -2.0056 -0.4595 0.3 -1.2 0.0
C 1.4617 -2.7380 0.6942 0.2 -0.3 -0.1
H 1.1852 -2.4654 1.7160 0.0 -0.1 -0.1
H 1.5065 -3.8248 0.5949 0.0 0.0 0.1
H 2.4565 -2.3158 0.4906 -0.3 -0.4 0.0
C -1.2585 -2.9576 -0.1520 -0.2 -0.1 0.1
H -1.0244 -4.0079 0.0673 0.1 0.2 -0.1
H -1.8033 -2.5547 0.7064 0.2 -0.1 -0.1
H -1.9167 -2.9339 -1.0277 0.1 0.0 0.1
C -2.2746 2.2983 -0.1413 -0.1 0.2 -0.1
H -3.2503 2.6263 -0.5142 0.1 -0.1 0.1
H -2.2919 2.3026 0.9523 0.0 0.0 -0.1
H -1.5110 2.9980 -0.4825 0.0 0.0 0.1
C -3.2584 -0.3171 -0.0217 0.1 -0.5 0.1
H -3.1242 -0.4489 1.0553 0.1 0.1 -0.1
H -4.2096 0.2059 -0.1705 0.3 0.1 -0.1
H -3.3604 -1.3079 -0.4646 0.0 0.1 0.0
C -0.3112 0.2662 1.7967 -1.8 -0.6 4.0
O -0.7141 0.2368 2.8809 0.9 0.3 -2.1
H 1.1764 1.2918 -0.9557 0.4 1.1 -1.2
I 2.9490 0.2337 0.6238 -0.5 0.6 0.1